Record 1
Here is a molecular structure, C35H30AuN6O2S from the OMol25 dataset. Energies are from ωB97M-V/def2-TZVPD.

Calculated values
Largest force on an atom (eV Å⁻¹): 0.6
Molar mass (g mol⁻¹): 795.7
HOMO level (Ha): -0.39309
2S+1: 1
Charge: +1

Each line ends with the Löwdin charge.
Cartesian coordinates (Å):
Au 0.1017 0.5252 1.3260  1.399
C -2.3339 -2.3552 2.5731  -0.030
C -2.6039 -2.1030 1.1183  -0.217
C -3.0203 -3.1316 0.2793  -0.045
C -3.3621 -2.8758 -1.0402  -0.069
C -3.3493 -1.5754 -1.5233  -0.037
C -2.9457 -0.5206 -0.7113  -0.204
C -3.0539 0.9035 -1.1725  -0.022
C -2.5180 -0.8156 0.5873  -0.220
N -1.8942 0.2109 1.3465  -0.050
C -2.5913 0.9962 2.2071  -0.467
O -3.7773 0.9563 2.4338  0.111
C -1.6998 2.0254 2.8875  -0.132
C -2.0751 2.9784 3.8119  0.048
C -1.0849 3.7910 4.3571  0.009
C 0.2522 3.6432 3.9995  0.048
C 0.5744 2.6710 3.0751  -0.133
N -0.4127 1.9437 2.5651  -0.013
C 1.9589 2.3266 2.5397  -0.474
O 2.9185 2.9817 2.8686  0.114
N 1.9442 1.2537 1.6979  -0.065
C 3.1004 0.9534 0.9264  -0.213
C 3.4534 1.8342 -0.1045  -0.212
C 2.7661 3.1583 -0.2647  -0.061
C 4.5256 1.4981 -0.9180  -0.033
C 5.2441 0.3304 -0.7040  -0.064
C 4.9197 -0.4945 0.3571  -0.044
C 3.8491 -0.1929 1.1957  -0.208
C 3.5844 -1.0633 2.3920  -0.041
H -2.1522 -3.4130 2.7612  0.084
H -3.1978 -2.0478 3.1673  0.099
H -1.4832 -1.7828 2.9445  0.054
H -3.0920 -4.1388 0.6730  0.115
H -3.6844 -3.6868 -1.6809  0.107
H -3.6808 -1.3667 -2.5338  0.113
H -3.3765 0.9466 -2.2127  0.082
H -2.1176 1.4489 -1.0815  0.042
H -3.7945 1.4315 -0.5671  0.095
H -3.1172 3.0611 4.0879  0.136
H -1.3597 4.5480 5.0794  0.126
H 1.0419 4.2523 4.4170  0.136
H 1.6921 3.0993 -0.0772  0.045
H 2.9126 3.5504 -1.2696  0.077
H 3.1765 3.8741 0.4512  0.092
H 4.8054 2.1671 -1.7226  0.117
H 6.0769 0.0815 -1.3485  0.108
H 5.5119 -1.3800 0.5568  0.117
H 4.4407 -1.0269 3.0675  0.095
H 3.4495 -2.1072 2.1047  0.074
H 2.7130 -0.7317 2.9541  0.057
N 0.3585 -0.9842 -3.0272  0.142
C -0.4499 -0.1981 -3.8888  -0.251
C -1.1619 -0.7639 -4.9317  -0.016
C -1.9551 0.0486 -5.7318  -0.065
C -2.0709 1.4039 -5.4605  -0.070
C -1.3831 1.9593 -4.3900  -0.087
C -0.5478 1.1604 -3.6262  -0.463
S 0.4203 1.7984 -2.2952  1.019
N 0.3071 0.4851 -1.2145  -0.268
C 0.3689 -0.6929 -1.6902  -0.368
C 0.4640 -1.8068 -0.7035  -0.160
C 0.4763 -3.1413 -1.0670  0.023
C 0.6197 -4.1165 -0.0909  -0.007
C 0.7505 -3.7333 1.2297  -0.015
C 0.7005 -2.3841 1.5269  -0.135
N 0.5595 -1.4484 0.5883  0.014
H 0.4509 -1.9497 -3.2914  0.123
H -1.0930 -1.8279 -5.1253  0.118
H -2.4945 -0.3863 -6.5620  0.112
H -2.7006 2.0299 -6.0774  0.112
H -1.4832 3.0115 -4.1567  0.114
H 0.3570 -3.4425 -2.0967  0.118
H 0.6275 -5.1622 -0.3666  0.127
H 0.8748 -4.4539 2.0248  0.126
H 0.7701 -2.0376 2.5470  0.111

=====

Record 2
Here is a molecular structure, C35H30BrClMgN5O13P from the OMol25 dataset. Energies are from ωB97M-V/def2-TZVPD.

Calculated values
Largest force on an atom (eV Å⁻¹): 0.9
Molar mass (g mol⁻¹): 899.3
HOMO level (Ha): -0.10003
2S+1: 1
Charge: -2

Each line ends with the Löwdin charge.
Cartesian coordinates (Å):
Mg -0.1054 -0.4930 -0.2244  0.630
Br -3.6690 -7.6584 -1.3268  0.676
C -1.7800 -7.5056 -1.5054  -0.706
C -1.0473 -6.8647 -0.5214  -0.119
C 0.3247 -6.7259 -0.6752  -0.028
C 0.9753 -7.2193 -1.8080  -0.323
C 0.2197 -7.9184 -2.7499  -0.054
C -1.1554 -8.0489 -2.6149  -0.144
N 2.3815 -7.2170 -1.9577  0.019
N 3.1075 -6.2372 -1.6158  0.027
C 2.7153 -4.9293 -1.4292  -0.261
C 3.6284 -4.2129 -0.6315  -0.037
C 3.3700 -2.9891 -0.0660  -0.015
C 2.1244 -2.3473 -0.2789  -0.323
O 1.7813 -1.2760 0.2795  -0.026
C 1.2173 -2.9991 -1.2531  -0.120
N 0.1115 -2.2860 -1.5488  0.092
C -0.6816 -2.7012 -2.5152  -0.097
C -0.3759 -3.8260 -3.2846  -0.030
C 0.7266 -4.5761 -2.9650  -0.011
C 1.5364 -4.2157 -1.8728  -0.104
H -1.5403 -6.4553 0.3502  0.101
H 0.9025 -6.2235 0.0912  0.123
H 0.7351 -8.3442 -3.6033  0.107
H -1.7360 -8.5717 -3.3638  0.091
H 4.5585 -4.7285 -0.4177  0.103
H 4.0955 -2.4900 0.5628  0.103
H -1.5683 -2.1067 -2.7083  0.126
H -0.9996 -4.0913 -4.1286  0.104
H 0.9871 -5.4296 -3.5740  0.111
O -2.9086 2.1920 -1.6285  0.024
C -1.8962 1.4959 -1.5661  -0.556
O -1.4108 0.9921 -0.4851  -0.140
C -1.1591 1.2101 -2.8738  -0.023
C -1.7789 1.5897 -4.0327  0.055
C -1.1854 1.3691 -5.2802  -0.159
C 0.0276 0.7211 -5.3710  0.053
C 0.6638 0.3169 -4.2251  -0.055
C 0.1549 0.5917 -2.9000  -0.290
O 0.8126 0.3391 -1.8594  -0.038
N 1.9337 -0.3983 -4.4149  -0.339
O 2.5500 -0.1959 -5.4591  0.025
O 2.3046 -1.1719 -3.5611  0.097
N -1.8417 1.8131 -6.4927  -0.375
O -2.8937 2.4259 -6.3930  0.037
O -1.3165 1.5635 -7.5713  0.022
H -2.7473 2.0637 -3.9622  0.123
H 0.4674 0.5107 -6.3334  0.123
Cl -4.2275 -3.0682 5.4226  0.571
C -3.4387 -2.6359 3.9084  -0.681
C -3.9891 -3.0827 2.6904  -0.117
C -3.4054 -2.7497 1.5001  -0.001
C -2.2212 -1.9400 1.4341  -0.347
O -1.6852 -1.6612 0.3210  -0.062
C -1.6976 -1.5021 2.6959  -0.121
C -0.5388 -0.6446 2.7656  -0.194
O 0.0642 -0.1422 1.8294  -0.039
C -2.3140 -1.8673 3.9063  -0.089
H -4.8794 -3.6995 2.7117  0.096
H -3.8234 -3.0905 0.5600  0.112
H -0.2007 -0.4092 3.7905  0.124
H -1.8849 -1.5208 4.8412  0.107
C 0.8992 4.2038 3.6696  -0.094
C -0.3464 3.3722 3.9415  -0.361
O -1.3748 3.6396 3.0068  -0.316
P -1.3093 2.7246 1.5741  0.956
O -0.7343 3.8499 0.5560  -0.299
C -1.4912 4.9264 -0.0085  -0.287
C -0.6767 6.1965 0.1175  -0.086
O -2.9004 2.9018 1.2867  -0.314
C -3.7474 1.7750 1.4964  -0.310
C -5.1151 2.1224 0.9638  -0.080
H 1.6297 4.0873 4.4765  0.064
H 0.6278 5.2595 3.5886  0.067
H 1.3602 3.8980 2.7277  0.071
H -0.7424 3.6036 4.9323  0.102
H -0.0805 2.3061 3.9269  0.086
H -2.4497 5.0218 0.4979  0.108
H -1.6871 4.6801 -1.0511  0.113
H -0.4564 6.3963 1.1688  0.065
H -1.2285 7.0447 -0.2983  0.067
H 0.2703 6.0961 -0.4181  0.073
H -3.7890 1.5330 2.5648  0.112
H -3.3442 0.9123 0.9605  0.099
H -5.5401 2.9717 1.5055  0.069
H -5.7858 1.2649 1.0686  0.071
H -5.0208 2.3800 -0.0922  0.067